[1]
Formula: C22H44InP
Source: the Open Molecules 2025 dataset
Level of theory: ωB97M-V with the def2-TZVPD basis set

Atoms and positions in Å:
C -3.00202 -1.81267 -0.78031
H -3.25835 -2.86999 -0.93155
H -3.71291 -1.40437 -0.05320
H -1.99473 -1.77393 -0.31299
C -3.04582 -1.06328 -2.10267
H -2.84926 0.00594 -1.94254
H -2.24291 -1.42643 -2.75943
C -4.39264 -1.24701 -2.80582
H -4.40746 -0.72415 -3.76698
H -4.58812 -2.30878 -2.99655
H -5.21739 -0.85580 -2.19772
C -0.00853 2.39928 1.59460
C -0.96389 2.89335 0.64479
C -2.24772 2.36430 0.98367
C -2.10426 1.53751 2.13833
C -0.71487 1.54735 2.52680
C -0.13416 0.89133 3.71839
C -3.19492 0.81948 2.84536
C -3.52627 2.64707 0.28302
C -0.65850 3.81518 -0.46848
C 1.45038 2.67289 1.59981
In -0.61208 0.17884 0.43893
H -2.80862 0.04554 3.51591
H -3.77754 1.52416 3.45720
H -3.89498 0.33430 2.14944
H -0.77707 0.07980 4.08616
H 0.86011 0.47038 3.52095
H -0.02875 1.62961 4.52513
H 1.85078 2.86462 0.59214
H 1.68344 3.56553 2.20789
H 2.04466 1.84612 2.01961
H -1.44923 3.80529 -1.23171
H -0.58441 4.83863 -0.07534
H 0.29274 3.57711 -0.96421
H -4.14929 1.74754 0.17272
H -4.11545 3.38175 0.85182
H -3.36325 3.06105 -0.71690
C 3.02188 -1.32594 2.10348
C 3.22813 -0.76173 0.68944
C 4.37134 -1.48478 -0.03161
P 1.67432 -0.65059 -0.29796
C 1.88163 0.42040 -1.80179
C 3.27788 0.41290 -2.41873
C 0.76480 0.31211 -2.84479
C 0.96523 -2.32771 -0.63725
C 1.93629 -3.25475 -1.35933
C 0.42293 -2.94694 0.66124
H 2.85362 -2.40977 2.09067
H 2.19542 -0.83840 2.63920
H 3.93610 -1.14782 2.68922
H 3.51027 0.30399 0.79692
H 4.20160 -2.56369 -0.11356
H 4.57671 -1.08895 -1.02841
H 5.28992 -1.34729 0.55936
H 1.76284 1.41138 -1.30222
H 3.55068 -0.56429 -2.83425
H 3.30014 1.13372 -3.24612
H 4.03703 0.74529 -1.70076
H -0.22559 0.58920 -2.44665
H 0.98400 1.02801 -3.64972
H 0.68627 -0.68335 -3.29954
H 0.12256 -2.11954 -1.32416
H 2.71615 -3.63595 -0.68613
H 1.37399 -4.12666 -1.72193
H 2.40351 -2.78028 -2.23346
H -0.23731 -2.27303 1.23387
H -0.17183 -3.83411 0.41404
H 1.23276 -3.24899 1.33469

## Properties
Frontier orbital gap (alpha / beta): 6.10 / 5.41 eV
HOMO energy (alpha / beta): -14.728 / -14.326 eV
Energy relative to the best compared isomer or geometry (same formula, charge and spin): 0.0 kcal/mol
Total charge: +2

Atomic partial charges in e from the Mulliken method, atoms 1 to 8: number 1, C, carries -0.584; number 2, H, carries 0.424; number 3, H, carries 0.226; number 4, H, carries -0.225; number 5, C, carries 0.394; number 6, H, carries -0.017; number 7, H, carries 0.175; number 8, C, carries -1.478

[2]
Formula: C22H44N3OP3PbSe
Source: the Open Molecules 2025 dataset
Level of theory: ωB97M-V with the def2-TZVPD basis set

Atoms and positions in Å:
Pb 0.41294 -0.32004 0.68682
P -1.00117 -2.57951 1.43790
P 2.23367 -0.73744 2.68278
P 1.85064 -2.00615 -0.87493
H -2.86828 4.40656 -6.89107
C -2.81746 3.46444 -7.43730
C -3.91818 2.69119 -7.60453
H -4.88573 2.98457 -7.19626
C -2.48191 -2.19018 2.40450
C -0.17280 -3.88655 2.37336
C -1.67468 -3.30938 -0.10588
C 3.51100 0.55648 2.52067
C 1.42642 -0.54769 4.30890
C 3.12533 -2.31570 2.76584
C 1.06077 -1.92713 -2.52537
C 2.08087 -3.77070 -0.51531
C 3.53477 -1.39256 -1.15533
H -1.86560 3.19627 -7.89635
H -3.88435 1.77558 -8.19574
H -3.06368 -1.37566 1.94258
H -2.18592 -1.86016 3.41469
H -3.09162 -3.10533 2.45151
H 0.13660 -3.49306 3.36087
H 0.72362 -4.25429 1.84108
H -0.90649 -4.70170 2.49417
H -2.30029 -2.57118 -0.63887
H -2.29522 -4.16972 0.19810
H -0.87121 -3.62716 -0.79650
H 4.13964 0.49899 3.42193
H 3.00572 1.53675 2.45552
H 4.11154 0.39951 1.60753
H 2.18642 -0.77148 5.07346
H 0.56839 -1.24205 4.39039
H 1.05414 0.48431 4.41880
H 3.79424 -2.20618 3.63486
H 3.70249 -2.47886 1.83773
H 2.40978 -3.14391 2.91839
H 1.53453 -2.67710 -3.18299
H 1.15921 -0.91585 -2.95693
H -0.01734 -2.14055 -2.43082
H 2.74639 -4.17123 -1.29990
H 1.12314 -4.31957 -0.51876
H 2.55283 -3.89858 0.47532
H 4.10234 -2.16721 -1.69844
H 4.03484 -1.17547 -0.19625
H 3.50733 -0.45054 -1.72859
C 0.82345 1.91460 -2.12066
C -0.49042 1.50630 -2.45221
C -1.05721 1.91373 -3.65698
C -0.32925 2.74088 -4.52317
C 0.97908 3.15603 -4.19761
C 1.55267 2.73440 -3.01463
Se 1.89089 1.69212 -0.61309
H -0.87837 -0.57593 -0.76276
H -1.07160 0.88065 -1.77128
H -2.07529 1.58928 -3.91627
H -0.78131 3.07013 -5.45582
H 1.56384 3.80664 -4.84913
H 2.55799 3.04351 -2.71618
C -0.50033 3.73010 4.19770
N -1.22961 2.84632 3.28044
C -2.57760 2.93301 3.08286
C -3.21205 2.16087 2.14609
C -2.40323 1.21421 1.43615
N -1.09401 1.09915 1.72036
C -0.44024 1.97701 2.55146
O 0.79213 2.00249 2.66076
N -2.97215 0.36744 0.57468
H 0.02216 3.15868 4.97774
H -1.26556 4.37363 4.63289
H 0.25500 4.31313 3.65511
H -3.04497 3.70155 3.72012
H -4.25779 2.16855 1.92776
H -3.89551 0.58849 0.28785
H -2.38838 -0.20180 -0.07369

## Properties
Frontier orbital gap (alpha / beta): 2.23 / 2.18 eV
HOMO energy (alpha / beta): -17.893 / -17.855 eV
Energy relative to the best compared isomer or geometry (same formula, charge and spin): 13.5 kcal/mol
Total charge: +4

Atomic partial charges in e from the Mulliken method, atoms 1 to 8: number 1, Pb, carries -0.338; number 2, P, carries 1.097; number 3, P, carries 0.839; number 4, P, carries 0.679; number 5, H, carries 0.308; number 6, C, carries -0.532; number 7, C, carries -0.379; number 8, H, carries 0.265

[3]
Formula: C22H44NO6
Source: the Open Molecules 2025 dataset
Level of theory: ωB97M-V with the def2-TZVPD basis set

Atoms and positions in Å:
C -2.14860 2.06531 0.10219
C -0.74714 2.73681 0.08633
C 0.37014 1.86198 -0.58662
C 0.13283 1.74519 -2.11687
C 0.18859 3.09660 -2.91081
C 0.73502 2.88394 -4.37374
O 1.64281 3.94741 -4.67892
C 1.74247 2.49026 -0.17285
C 2.99091 1.65063 -0.60690
C 3.49105 2.27355 -1.96288
C 4.15104 1.97696 0.42753
N 2.77723 0.20958 -0.73334
O 2.84040 -0.24095 -1.93256
C 1.68594 -0.34476 0.08424
C 2.15748 -0.62273 1.55908
C 1.39210 -1.78144 -0.49757
C 0.32233 0.41874 0.02078
H -2.53230 1.79221 -0.89484
H -2.12409 1.19031 0.77811
H -2.87154 2.78410 0.54045
H -0.75046 3.73020 -0.40736
H -0.42729 2.87245 1.14029
H 0.80558 1.02938 -2.62398
H -0.89367 1.34080 -2.25029
H -0.85748 3.44839 -3.03204
H 0.76624 3.89527 -2.42042
H 1.29957 1.93017 -4.45370
H -0.07947 2.82700 -5.11629
H 2.53339 3.62466 -4.58409
H 1.81583 3.48849 -0.64015
H 1.68785 2.66399 0.92181
H 2.78472 2.08889 -2.78833
H 3.53740 3.37665 -1.84520
H 4.51800 1.93479 -2.17156
H 4.89659 2.67108 0.00004
H 3.74427 2.45974 1.33117
H 4.65330 1.02436 0.68002
H 2.63252 -1.62745 1.53801
H 1.29959 -0.70749 2.24328
H 2.94165 0.07270 1.89741
H 0.67290 -2.23682 0.21870
H 2.30089 -2.39469 -0.57798
H 0.83777 -1.70104 -1.45129
H -0.01803 0.54016 1.07266
H -0.44978 -0.20068 -0.47622
O -0.60221 0.64917 3.53318
C -1.75170 0.86033 3.81210
O -2.24087 2.10040 3.68020
C -3.62758 2.42918 3.81375
C -4.00665 2.64378 5.26480
C -2.62318 -0.22403 4.38486
H -4.25203 1.68026 3.32388
H -3.76686 3.35850 3.26232
H -3.86426 1.73892 5.85651
H -5.05101 2.94825 5.34621
H -3.37884 3.41733 5.70903
H -2.44105 -0.29751 5.45635
H -2.35339 -1.16708 3.91176
H -3.68616 -0.07882 4.20360
O -0.41825 -5.39474 1.19755
C -0.50462 -5.63069 0.02391
O -1.68114 -5.47773 -0.60161
C -1.84462 -5.56292 -2.02052
C -2.01204 -6.99956 -2.47179
C 0.66959 -6.17882 -0.74126
H -1.02788 -5.05464 -2.53572
H -2.75164 -5.00426 -2.24923
H -1.12964 -7.59856 -2.24439
H -2.19159 -7.04445 -3.54696
H -2.85362 -7.46253 -1.95474
H 0.72190 -7.25636 -0.58971
H 1.57649 -5.71852 -0.35255
H 0.64429 -5.95961 -1.80681

## Properties
Frontier orbital gap (alpha / beta): 8.63 / 9.86 eV
HOMO energy (alpha / beta): -8.017 / -9.249 eV
Multiplicity: 2
Expectation value of S²: 0.7541

Atomic partial charges in e from the Mulliken method, atoms 1 to 8: number 1, C, carries -0.984; number 2, C, carries -1.099; number 3, C, carries 2.601; number 4, C, carries -1.685; number 5, C, carries -0.436; number 6, C, carries -0.805; number 7, O, carries -0.593; number 8, C, carries -2.506